# C35H48O3P4Pb

C35H48O3P4Pb as an isolated structure in a non-equilibrium geometry (wB97M-V/def2-TZVPD, the Open Molecules 2025 dataset).

Last column: Löwdin charge in e.
Element x y z (Å)
P -3.18 2.04 -0.85  0.77
C -3.54 3.75 -0.27  -0.27
H -4.55 4.06 -0.54  0.06
H -2.79 4.45 -0.66  0.03
H -3.41 3.75 0.82  0.03
C -3.06 2.16 -2.68  -0.31
H -2.97 1.16 -3.13  0.01
H -2.14 2.70 -2.93  0.03
H -3.93 2.68 -3.11  0.06
C -4.80 1.15 -0.77  -0.29
H -5.58 1.67 -1.35  0.06
H -5.12 1.05 0.27  0.04
H -4.67 0.14 -1.18  0.02
P -0.22 -1.96 3.04  0.75
C -0.07 -1.50 4.82  -0.27
H 0.06 -2.39 5.47  0.06
H -0.94 -0.91 5.12  0.04
H 0.81 -0.84 4.90  0.03
C -1.80 -2.92 2.95  -0.29
H -1.89 -3.39 1.96  0.02
H -2.63 -2.21 3.06  0.04
H -1.84 -3.69 3.74  0.06
C 0.94 -3.39 2.93  -0.30
H 0.67 -4.18 3.65  0.06
H 1.96 -3.03 3.11  0.04
H 0.90 -3.80 1.91  0.02
P 3.60 0.48 -1.36  0.98
C 5.03 1.60 -1.11  -0.18
H 5.70 1.51 -1.97  0.09
H 5.55 1.34 -0.17  0.07
H 4.69 2.63 -0.97  0.07
C 4.31 -1.08 -2.02  -0.21
H 5.19 -0.84 -2.63  0.09
H 3.55 -1.60 -2.63  0.04
H 4.60 -1.74 -1.20  0.07
C 2.77 0.97 -2.93  -0.20
H 3.55 1.16 -3.68  0.09
H 2.17 1.88 -2.80  0.06
H 2.09 0.18 -3.28  0.03
Pb -0.59 -1.42 -1.38  1.49
C -1.52 0.24 1.42  -0.14
O -1.47 1.10 2.17  -0.02
C 2.07 -0.50 0.45  -0.10
O 2.44 -0.26 1.52  0.05
C 0.32 -3.48 -2.40  -0.13
C 0.12 -2.61 -3.50  -0.11
C -1.15 -2.03 -3.73  -0.12
C -2.25 -2.41 -2.94  -0.10
C -2.07 -3.27 -1.83  -0.12
C -0.79 -3.84 -1.58  -0.12
H 1.30 -3.91 -2.21  0.15
H 0.92 -2.48 -4.23  0.16
H -1.27 -1.32 -4.56  0.16
H -3.26 -2.10 -3.25  0.17
H -2.92 -3.53 -1.20  0.16
H -0.68 -4.61 -0.82  0.16
O 1.33 2.55 0.80  -0.38
P 1.32 3.80 1.64  0.79
C 3.05 4.32 1.84  -0.28
C 3.45 5.61 1.46  -0.05
C 4.81 5.94 1.41  -0.04
C 5.78 5.01 1.81  -0.04
C 5.38 3.73 2.22  -0.07
C 4.03 3.38 2.21  -0.12
C 0.36 5.10 0.79  -0.30
C -0.31 6.14 1.45  -0.09
C -0.98 7.14 0.74  -0.04
C -1.01 7.13 -0.66  -0.04
C -0.34 6.10 -1.34  -0.06
C 0.31 5.09 -0.63  -0.09
C 0.59 3.45 3.29  -0.19
C -0.80 3.53 3.48  0.00
C -1.40 3.14 4.68  0.02
C -0.61 2.63 5.72  0.03
C 0.79 2.59 5.56  0.07
C 1.39 2.97 4.35  0.02
H 2.70 6.34 1.15  0.11
H 5.12 6.92 1.04  0.13
H 6.84 5.29 1.82  0.13
H 6.14 3.01 2.53  0.12
H 3.74 2.36 2.44  0.09
H -0.33 6.15 2.54  0.11
H -1.47 7.95 1.28  0.13
H -1.53 7.91 -1.22  0.13
H -0.32 6.10 -2.43  0.12
H 0.78 4.27 -1.17  0.09
H -1.42 3.94 2.69  0.12
H -2.48 3.21 4.80  0.15
H -1.10 2.27 6.63  0.15
H 1.44 2.25 6.38  0.16
H 2.48 2.89 4.23  0.12

* total charge: +4
* M: 847.86 Da
* DFT total energy: -85576.040 eV